(1)
Entry from the OMol25 dataset: a structure of composition C46H36N2O3P2Rh in a non-equilibrium geometry (ωB97M-V/def2-TZVPD).

Computed properties:
DFT total energy = -78994.823 eV
HOMO = -3.6364 eV
ΔE to the lowest compared entry with this formula, charge and spin = 0.0 kcal per mole
LUMO = 2.6 eV
net charge = -1

Each line ends with the Löwdin charge.
Element x y z (Å)
C: -2.6266 -3.8013 2.3497  0.012
H: 0.6876 -6.1898 -4.2478  0.092
C: 4.3648 1.1877 -3.2887  -0.100
C: 1.4403 -2.7662 -2.6623  -0.033
C: 0.4355 3.2571 4.0272  -0.088
C: 0.9060 -5.2246 -3.8070  -0.099
H: -5.1672 -0.0746 -1.6580  0.099
C: 1.9943 -4.4839 -4.2459  -0.112
H: 3.0369 2.2635 2.1096  0.083
H: 4.2729 3.4724 3.8486  0.097
C: 1.4585 -3.1973 3.9628  -0.111
C: -3.3214 -1.8389 0.5783  -0.183
H: -0.7577 -5.3017 -2.4508  0.109
C: 5.5018 1.1177 -2.5008  -0.112
C: -0.4065 -2.5606 2.5709  -0.151
C: -1.7576 -2.7346 2.0201  -0.205
H: 3.1085 -2.6628 -3.9985  0.096
H: 6.2607 0.7486 -0.5246  0.095
O: -0.2697 -1.8374 -0.6374  -0.236
H: -1.0028 3.6246 -3.4546  0.097
C: 3.1116 0.9623 -2.7304  -0.092
C: -1.2628 5.4053 0.3609  -0.098
C: -3.6910 -0.8345 -0.3437  -0.005
C: 2.1687 -2.0832 3.5330  -0.097
H: 1.9032 -3.8832 4.6730  0.090
H: 0.4929 2.9096 -1.7003  0.085
C: -5.8308 -1.8889 -0.6737  -0.095
H: -3.2084 5.9038 -0.3982  0.094
C: 2.4903 2.7379 2.9150  -0.097
H: -6.2100 -3.6650 0.4238  0.106
C: -1.4167 0.2891 -3.7370  -0.077
H: 3.0647 4.5494 5.7195  0.094
C: -0.8858 2.5650 -3.2607  -0.098
C: 3.1928 3.4181 3.9005  -0.092
H: -2.9910 -0.0390 -0.5669  0.090
C: 2.5166 4.0206 4.9497  -0.103
C: -4.9097 -0.8561 -0.9545  -0.076
H: 4.4497 1.4167 -4.3442  0.096
H: 3.1687 -1.8992 3.9083  0.094
P: 0.1388 1.7659 1.6980  0.940
H: -4.5212 -4.6808 2.0203  0.113
C: -0.5700 -2.9865 -1.1062  -0.583
C: -2.2613 2.8432 0.7091  -0.090
H: 0.5934 4.3946 5.8321  0.098
H: 1.4285 2.6517 -0.1023  0.036
C: -0.9430 3.1122 1.0601  -0.319
H: -0.4772 -1.1802 -2.5448  0.063
H: -1.9508 -0.4537 -4.3165  0.103
C: -0.4571 4.4053 0.8814  -0.106
C: 5.3785 0.8157 -1.1495  -0.103
C: -5.5002 -2.8737 0.2132  -0.043
C: -3.0723 3.8425 0.1861  -0.081
H: -2.6547 1.8432 0.8334  0.061
C: 1.1047 2.6631 2.9581  -0.329
C: -0.5688 -0.1260 -2.7181  -0.091
C: 0.1485 0.7887 -1.9388  -0.309
H: 2.2449 1.0141 -3.3779  0.096
H: -2.2491 1.9586 -4.8047  0.093
P: 1.3514 0.3486 -0.5177  0.929
H: 1.6517 -1.8056 -2.2077  0.079
C: 4.1276 0.5966 -0.6002  -0.116
H: 2.1458 -0.3336 2.2845  0.060
C: -4.2436 -2.8680 0.8528  -0.151
C: -2.5760 5.1247 0.0100  -0.104
C: -0.0354 2.1426 -2.2529  -0.119
N: -2.1006 -1.7997 1.1750  0.020
O: -1.7156 0.3320 2.2091  -0.624
C: 0.1832 -3.4313 3.4855  -0.043
Rh: -0.6887 -0.3052 0.8415  0.812
H: 0.5675 4.6469 1.1469  0.106
C: 0.3458 -3.4968 -2.2167  -0.122
H: 6.4788 1.2911 -2.9348  0.092
H: -2.3266 -4.5666 3.0510  0.102
C: 2.9703 0.6756 -1.3743  -0.342
C: -3.8508 -3.8655 1.7746  -0.007
N: 1.3245 1.7831 0.4160  -0.415
C: 2.2608 -3.2510 -3.6687  -0.084
C: 1.5976 -1.2043 2.6228  -0.108
H: 4.0521 0.3577 0.4561  0.091
H: -6.7974 -1.9011 -1.1614  0.093
O: -1.4845 -3.7363 -0.7717  0.034
C: 0.3185 -1.4373 2.1399  -0.163
H: -0.6448 3.1952 4.0931  0.113
H: -0.3469 -4.3079 3.8402  0.096
H: -4.0944 3.6135 -0.0883  0.099
H: 2.6333 -4.8669 -5.0329  0.090
H: -0.8654 6.4042 0.2295  0.095
C: 0.0920 -4.7307 -2.7992  -0.031
C: 1.1309 3.9348 5.0127  -0.092
C: -1.5836 1.6364 -4.0127  -0.106

(2)
Entry from the OMol25 dataset: a structure of composition C46H36N5O12S3W (ωB97M-V/def2-TZVPD).

Computed properties:
DFT total energy = -114644.888 eV
HOMO = -6.0874 eV
ΔE to the lowest compared entry with this formula, charge and spin = 21.1 kcal per mole
LUMO = 1.1 eV
net charge = -1

Each line ends with the Löwdin charge.
Element x y z (Å)
S: 2.8918 2.3239 -1.1851  0.566
C: -5.7755 -1.1283 -1.5029  -0.072
N: -1.6219 0.4211 0.5279  0.048
C: -6.2955 0.9174 0.2951  -0.028
C: 3.5323 2.8227 2.8088  -0.051
H: -3.7497 -1.0073 -0.8478  0.095
N: 0.2162 -0.6519 1.9668  -0.058
C: 1.5760 -0.2624 -3.0730  -0.535
C: 3.2128 2.9937 0.4324  -0.215
S: -2.6128 -1.2026 -3.6691  0.605
C: 2.8132 -3.5294 -4.5314  -0.021
C: 2.4149 -1.2701 -3.8209  -0.037
C: 1.4343 -3.7633 0.7157  -0.127
H: -0.9423 5.0768 3.7168  0.104
H: 0.4988 -2.5955 -2.3040  0.046
C: -0.0596 2.1756 2.2179  -0.302
W: 0.4660 0.2476 -0.1960  2.143
H: 1.7209 -6.8532 2.0541  0.097
H: -7.8641 -1.0366 -1.9825  0.099
H: 3.1861 -7.1326 0.0841  0.097
C: -1.2560 3.1238 4.5611  -0.100
C: -0.4845 1.2879 3.2049  -0.139
H: 4.4801 -4.2464 -6.9751  0.077
C: -5.1343 2.7887 4.6692  -0.096
H: 4.7915 0.7276 -5.2732  0.073
S: 3.2907 0.4196 1.6605  0.561
O: 0.5181 -1.7480 -0.1327  -0.207
H: -8.3246 0.7919 -0.3781  0.099
O: 0.9768 0.6207 -3.6400  0.107
C: 2.8930 -5.1266 -0.6165  -0.064
O: -0.9879 1.9618 -0.8966  0.016
H: 3.8001 4.6638 3.8614  0.103
C: -4.7503 -0.6106 -0.7270  -0.020
H: -5.4683 3.2146 5.6071  0.097
H: 3.2024 4.9567 -0.3768  0.110
C: 1.8715 -6.0276 1.3702  -0.088
H: -0.1101 -2.8238 -3.9378  0.063
O: 2.8667 3.4390 -2.0831  -0.264
O: 2.3486 -0.0675 0.5581  -0.446
C: -7.3223 0.3946 -0.4777  -0.083
C: -3.8467 1.0635 0.9394  -0.234
C: 0.7116 -3.0691 -3.2595  -0.035
H: -0.1571 -0.7446 3.9363  0.151
C: 3.6400 4.2018 2.8954  -0.071
C: -4.5409 3.5917 3.7105  -0.093
H: -1.7279 3.4939 5.4611  0.099
H: -4.9968 -0.1726 3.0260  0.123
O: 1.4582 1.8130 -1.0379  -0.443
C: 1.2434 -4.8152 1.6040  -0.024
C: -7.0638 -0.6308 -1.3767  -0.088
H: 4.2043 0.9907 -3.6237  0.062
H: -3.6156 3.6711 1.7763  0.110
C: -4.8755 0.8851 3.2202  -0.026
C: 2.0202 -2.6094 -3.8501  -0.194
H: -6.5006 1.7152 0.9972  0.115
H: 5.8578 -3.8596 -5.9475  0.071
N: 0.6334 -1.9654 2.1099  0.150
H: 3.1103 1.2109 -4.9737  0.087
C: 3.9694 -3.1459 -5.1943  -0.276
C: 2.6955 -6.1835 0.2612  -0.092
C: 3.3082 4.3751 0.5276  -0.047
H: -4.3970 4.6485 3.8981  0.103
C: -5.2919 1.4286 4.4228  -0.072
C: -0.1513 -0.1058 3.0588  -0.048
H: 3.6076 6.0572 1.8169  0.102
H: 0.7158 -4.1499 -3.1114  0.081
C: -0.8198 4.0097 3.5729  -0.076
O: 2.7476 0.1256 2.9601  -0.284
H: -3.6221 2.5727 -0.6175  0.173
N: -0.8438 -0.3965 -1.6851  -0.042
H: 2.4056 -3.0749 -1.0648  0.116
H: -1.3853 1.0593 5.1335  0.119
C: -4.1065 3.0446 2.5082  -0.032
O: 3.8449 1.2849 -1.4221  -0.250
C: -1.5780 -0.7268 -2.5313  -0.849
C: -5.0022 0.4137 0.1790  -0.134
H: -5.7459 0.7903 5.1703  0.101
O: 1.5851 -0.4825 -1.7709  -0.208
C: -2.7201 0.0108 1.2268  -0.400
C: -1.0756 1.7685 4.3744  -0.020
N: -3.1407 2.0148 0.0690  0.206
O: -2.8507 -0.9467 1.9437  0.117
H: 3.5409 -5.2383 -1.4766  0.104
H: 2.5053 -4.5709 -4.5472  0.112
H: 0.6058 -4.6700 2.4661  0.112
H: 5.1989 -1.4745 -5.7223  0.110
C: -4.2847 1.6946 2.2507  -0.163
H: -5.5537 -1.9127 -2.2142  0.097
C: -0.2283 3.5494 2.4117  0.015
H: 4.7332 -5.1408 -5.4792  0.070
C: 0.8208 -2.4437 0.9416  -0.385
C: 3.3280 2.2088 1.5797  -0.221
C: 4.8078 -4.1535 -5.9365  -0.062
H: 3.5915 2.2047 3.6932  0.114
C: 2.2581 -3.9141 -0.3948  0.000
O: 4.6108 -0.0461 1.3800  -0.244
O: 0.5721 1.7627 1.1320  -0.246
C: 3.5302 4.9789 1.7559  -0.074
C: 3.5422 -0.8456 -4.5323  -0.181
H: 0.1334 4.2211 1.6434  0.127
C: 4.3086 -1.7988 -5.1926  -0.015
C: -1.9043 1.5361 -0.1702  -0.545
C: 3.9377 0.6048 -4.6063  -0.023

(3)
Entry from the OMol25 dataset: a structure of composition C46H37ClFN4O2S2Sc in a non-equilibrium geometry (ωB97M-V/def2-TZVPD).

Computed properties:
DFT total energy = -115971.008 eV
HOMO (alpha / beta) = -0.0334 / -0.7695 eV
ΔE to the lowest compared entry with this formula, charge and spin = 103.7 kcal per mole
LUMO (alpha / beta) = 4.2 / 4.2 eV
net charge = -2

Each line ends with the Löwdin charge.
Element x y z (Å)
Cl: 0.5151 6.4073 1.1459  0.570
S: -4.0103 -2.2428 2.9072  0.844
H: 2.3230 2.1532 -3.6051  0.075
H: -3.8683 -1.6032 5.1845  0.064
C: 2.2775 -3.5354 1.3138  -0.013
C: -2.0603 -3.2459 -1.6592  -0.085
C: -3.0690 -4.1944 -1.6068  -0.119
H: -1.5103 0.0203 -2.2932  0.044
C: -2.8793 -1.4115 1.7487  -1.056
C: 0.9624 1.8710 1.1180  -0.361
H: 0.9463 2.6056 -2.2707  0.093
C: -6.5362 1.2718 5.8296  -0.112
H: -4.9926 -0.0462 6.5268  0.103
C: -4.6992 -2.4655 -1.8365  -0.121
C: -3.9461 -1.0258 4.2639  -0.417
H: -1.7709 2.7175 -1.0445  0.071
H: -6.8280 1.5759 6.8299  0.088
H: -3.0066 -0.4854 4.1267  0.073
C: 2.9776 -4.5088 2.0233  -0.006
C: -3.0956 2.3563 1.7968  -0.117
C: -5.7646 0.4764 3.2802  -0.050
C: 0.9585 2.5964 2.3093  -0.030
C: -2.8221 2.6335 -0.7507  0.006
C: 2.6063 0.6131 -5.0580  -0.145
F: 4.9750 -5.7166 2.3517  0.023
C: 0.8214 3.9766 2.3437  -0.130
C: 2.2819 1.0919 -3.8040  -0.068
H: -3.3724 2.2049 -1.5889  0.080
Sc: -0.6863 -0.0012 0.4124  0.865
N: -2.8673 0.4971 0.3070  -0.039
H: 1.8055 -5.0084 -3.7082  0.091
C: -5.1036 -0.0536 4.3849  -0.268
C: 0.8864 2.5817 -0.1251  -0.178
H: 2.6124 -0.8368 -0.4489  0.118
C: -1.2342 -0.8731 -1.7246  -0.190
H: -5.1994 -4.5508 -1.5977  0.076
C: 1.7936 -3.4931 -2.2392  -0.105
C: -4.4071 -3.8157 -1.6776  -0.144
C: -3.6829 -1.5206 -1.8992  -0.082
C: -2.3331 2.2989 4.0955  -0.025
S: -1.3156 -2.1553 1.6182  0.593
C: 0.6977 4.6545 1.1344  -0.680
C: 2.1211 -1.7954 -0.5189  -0.106
O: 1.0109 0.5284 1.1271  -0.211
C: -7.1885 1.7944 4.7215  -0.119
H: -0.3403 -1.3148 -2.1622  0.024
C: 2.5835 -0.7462 -5.3259  -0.107
H: -3.1834 3.6407 -0.5415  0.076
H: -5.7336 -2.1443 -1.9053  0.085
H: 0.7805 4.5141 3.2828  0.091
C: -3.2291 3.3023 4.3968  -0.105
H: -4.5773 3.8425 1.3407  0.106
C: 1.9129 0.2165 -2.7403  -0.231
H: -3.9352 -0.4733 -2.0262  0.090
H: 1.1377 -1.6528 -0.0789  0.059
H: -1.0244 -3.5639 -1.6012  0.089
C: 4.9280 -4.0647 0.6713  -0.018
C: 1.0630 1.9461 -1.4089  -0.146
C: 2.3218 -3.0777 -4.5349  -0.075
H: -1.7004 1.8679 4.8643  0.110
N: 1.4346 0.6718 -1.5537  0.021
H: 2.8768 1.3108 -5.8443  0.084
H: -3.2995 3.6564 5.4217  0.092
C: -3.9470 3.4151 2.1169  -0.058
H: 2.7769 -1.1231 -6.3244  0.084
H: 5.9599 -4.2943 0.4325  0.110
O: -1.3624 0.8822 2.4710  -0.155
C: 2.8835 -2.8263 0.2850  -0.198
C: 2.0930 -1.1902 -2.9669  -0.070
H: 1.4987 -4.1251 -1.4149  0.114
C: 4.2160 -3.0940 -0.0181  -0.021
C: 4.2856 -4.7567 1.6781  -0.295
H: -4.7363 4.6784 3.6645  0.083
C: -5.5039 0.3558 5.6569  -0.065
N: -3.3924 -0.3293 1.2847  -0.039
C: -4.0401 3.8887 3.4117  -0.127
H: 2.4942 -3.4359 -5.5442  0.083
C: -6.7952 1.3924 3.4492  -0.089
H: -5.4460 0.1738 2.2891  0.087
H: -7.2929 1.7996 2.5754  0.098
H: 0.7011 4.5524 -0.9949  0.102
C: -2.9697 1.7743 0.4743  -0.277
H: 1.2429 -3.3309 1.5663  0.074
N: 2.0099 -2.1535 -1.9398  -0.013
H: -2.8110 -5.2427 -1.4990  0.087
C: 1.9583 -3.9532 -3.5121  -0.116
H: -7.9956 2.5077 4.8487  0.087
C: -2.3274 -1.8688 -1.7658  -0.333
C: -2.2183 1.7818 2.7762  -0.374
H: 1.0191 2.0309 3.2312  0.119
C: 2.3447 -1.6662 -4.2881  -0.184
C: 0.7403 3.9923 -0.0667  -0.099
H: 4.6953 -2.5391 -0.8187  0.125
H: 2.5112 -5.0693 2.8245  0.115

Q: Among the records above, which one has the lowest DFT total energy?
A: C46H37ClFN4O2S2Sc

Q: What is the ΔE to the lowest compared entry with this formula, charge and spin in the third record?
A: 103.7 kcal per mole

Q: The lowest net charge belongs to which entry?
A: C46H37ClFN4O2S2Sc